C18H11Cl5F6MnN4O5S3 | wB97M-V/def2-TZVPD

Positions of all 53 atoms, in Å:
Mn: -1.12 0.37 0.04
Cl: 4.03 4.23 2.87
C: 2.63 3.74 1.99
C: 2.72 2.72 1.05
Cl: 4.23 1.97 0.72
C: 1.58 2.30 0.38
Cl: 1.65 1.02 -0.80
C: 0.30 2.84 0.64
O: -0.77 2.34 0.12
C: 0.27 3.93 1.53
Cl: -1.26 4.70 1.77
C: 1.40 4.35 2.21
Cl: 1.28 5.64 3.34
S: 2.30 -0.46 3.14
C: 1.15 -0.71 1.89
N: 0.07 0.01 1.94
C: 0.08 0.83 3.07
C: -0.93 1.71 3.44
C: -0.75 2.48 4.56
C: 0.42 2.39 5.32
C: 1.43 1.51 4.97
C: 1.24 0.72 3.84
H: 1.35 -1.41 1.09
H: -1.83 1.79 2.83
H: -1.52 3.19 4.85
H: 0.55 3.02 6.19
H: 2.34 1.44 5.56
C: -4.67 -1.41 -3.51
N: -4.69 -0.15 -2.75
C: -5.97 0.25 -2.16
C: -3.61 0.18 -2.09
N: -2.66 0.50 -1.50
H: -5.39 -1.32 -4.32
H: -4.93 -2.24 -2.86
H: -3.68 -1.56 -3.93
H: -6.70 0.33 -2.96
H: -5.86 1.22 -1.68
H: -6.30 -0.49 -1.43
F: 0.43 -3.09 -3.13
C: -0.85 -3.07 -2.79
F: -1.43 -4.21 -3.14
F: -1.45 -2.06 -3.42
S: -0.95 -2.82 -0.96
O: -0.34 -1.51 -0.76
O: -0.26 -3.92 -0.37
N: -2.51 -2.83 -0.81
S: -3.31 -2.14 0.35
O: -4.64 -1.86 -0.07
O: -2.56 -1.10 1.02
C: -3.46 -3.44 1.64
F: -4.15 -2.96 2.67
F: -4.09 -4.50 1.15
F: -2.25 -3.81 2.05

Properties
molecular weight: 805.70 g/mol
E_LUMO (alpha / beta): 0.2 / 0.2 eV
2S+1: 6
energy relative to the best compared isomer or geometry (same formula, charge and spin): 0.00 kcal/mol
<S²>: 8.753
charge: 0
E_tot: -177787.8824 eV
gap between HOMO and LUMO (alpha / beta): 8.27 / 8.34 eV

Mulliken population analysis, charges in e, atoms 1 to 8:
1 Mn 1.0346
2 Cl -0.1964
3 C 0.2869
4 C -0.0163
5 Cl -0.1724
6 C 0.3997
7 Cl -0.0377
8 C -0.0676


C18H11Co2N2O6 | wB97M-V/def2-TZVPD

Positions of all 39 atoms, in Å:
C: -4.09 -0.37 0.85
C: -3.38 0.81 0.54
C: -1.97 0.83 0.58
C: -1.27 -0.35 0.91
N: 0.16 -0.35 0.90
C: 1.00 0.61 1.49
N: 2.27 0.28 1.27
C: 2.29 -0.89 0.55
C: 0.99 -1.30 0.32
C: -1.97 -1.54 1.18
C: -3.37 -1.54 1.18
H: -5.19 -0.37 0.84
H: -3.92 1.72 0.28
H: -1.40 1.74 0.32
H: 0.58 1.44 2.05
H: 3.21 -1.37 0.24
H: 0.61 -2.13 -0.25
H: -1.40 -2.45 1.45
H: -3.92 -2.46 1.44
O: 7.08 0.76 5.17
C: 6.88 1.83 4.76
Co: 6.58 3.41 4.03
C: 5.14 4.12 4.81
O: 4.18 4.60 5.26
C: 7.88 4.51 4.41
O: 8.76 5.25 4.60
C: 6.85 3.33 2.07
C: 5.55 2.73 2.14
C: 5.01 1.48 2.12
Co: 5.79 4.65 1.27
C: 4.19 5.30 1.69
O: 3.13 5.68 2.00
C: 5.81 4.24 -0.47
O: 5.83 3.91 -1.57
C: 6.89 6.00 1.56
O: 7.64 6.85 1.81
H: 7.62 2.74 1.58
H: 4.04 1.31 1.64
H: 5.75 0.69 2.32

Properties
molecular weight: 469.16 g/mol
E_LUMO: 2.1 eV
energy relative to the best compared isomer or geometry (same formula, charge and spin): 8.07 kcal/mol
charge: -1
E_tot: -109360.7436 eV
gap between HOMO and LUMO: 5.37 eV

Mulliken population analysis, charges in e, atoms 1 to 8:
1 C -0.4700
2 C -0.4456
3 C -0.3533
4 C 0.3933
5 N 0.1538
6 C -0.4124
7 N -0.3493
8 C -0.7319


C18H11F3N4 | wB97M-V/def2-TZVPD

Positions of all 36 atoms, in Å:
F: -3.23 -2.80 2.86
C: -3.02 -2.52 1.52
C: -2.64 -3.56 0.67
C: -2.63 -3.26 -0.69
F: -2.33 -4.26 -1.59
C: -2.91 -1.98 -1.19
C: -3.06 -0.93 -0.29
C: -3.18 0.51 -0.74
C: -2.91 1.54 0.36
C: -3.70 2.69 0.40
C: -3.47 3.64 1.40
C: -2.39 3.48 2.28
C: -1.62 2.33 2.20
F: -0.61 2.12 3.11
C: -1.82 1.36 1.21
C: -3.22 -1.22 1.08
H: -2.43 -4.55 1.06
H: -3.04 -1.83 -2.25
H: -4.23 0.63 -1.08
H: -4.47 2.78 -0.38
H: -4.13 4.51 1.45
H: -2.15 4.23 3.03
H: -1.15 0.51 1.12
H: -3.49 -0.45 1.81
C: 0.01 0.57 -4.46
N: 0.37 -0.70 -4.33
C: -0.05 -1.46 -3.33
N: -0.92 -1.04 -2.37
C: -1.31 0.21 -2.46
C: -0.85 1.09 -3.50
N: -1.54 2.26 -3.43
C: -2.39 2.15 -2.41
N: -2.35 0.89 -1.82
H: 0.34 1.19 -5.30
H: 0.31 -2.49 -3.27
H: -3.09 2.91 -2.08

Properties
molecular weight: 340.31 g/mol
E_LUMO: 0.1 eV
energy relative to the best compared isomer or geometry (same formula, charge and spin): 0.00 kcal/mol
charge: 0
E_tot: -32956.5933 eV
SMILES string: Fc1cccc([C@H](c2cc(F)cc(F)c2)n2cnc3cncnc32)c1
gap between HOMO and LUMO: 9.02 eV

Mulliken population analysis, charges in e, atoms 1 to 8:
1 F -0.3203
2 C 0.5262
3 C -0.9305
4 C 0.4624
5 F -0.3257
6 C -0.8614
7 C 0.2164
8 C 0.6522


C18H11I2N3O2Pd | wB97M-V/def2-TZVPD

Positions of all 37 atoms, in Å:
Pd: -0.29 -0.05 -0.24
O: -0.61 -1.96 -0.92
C: 0.11 -2.76 -1.66
C: -0.52 -3.92 -2.16
C: 0.14 -4.83 -2.94
C: 1.48 -4.63 -3.29
C: 2.11 -3.50 -2.82
C: 1.46 -2.56 -2.02
C: 2.18 -1.38 -1.57
N: 1.72 -0.36 -0.85
C: 2.75 0.53 -0.66
C: 3.87 0.06 -1.26
N: 3.49 -1.14 -1.83
H: -1.56 -4.07 -1.88
H: -0.38 -5.71 -3.30
H: 2.01 -5.34 -3.91
H: 3.15 -3.35 -3.10
H: 2.61 1.45 -0.11
H: 4.86 0.45 -1.34
H: 4.09 -1.75 -2.36
I: -2.63 4.67 -0.50
C: -1.99 3.58 1.15
C: -2.19 4.10 2.45
C: -1.79 3.41 3.56
I: -2.14 4.26 5.44
C: -1.15 2.16 3.42
C: -0.69 1.35 4.48
C: -0.09 0.15 4.23
C: 0.08 -0.26 2.90
N: -0.34 0.46 1.89
C: -0.95 1.66 2.11
C: -1.37 2.36 0.94
O: -1.16 1.84 -0.24
H: -2.68 5.06 2.56
H: -0.83 1.69 5.50
H: 0.26 -0.48 5.03
H: 0.56 -1.20 2.65

Properties
molecular weight: 661.53 g/mol
E_LUMO (alpha / beta): -0.2 / -0.9 eV
2S+1: 3
<S²>: 2.006
charge: 0
E_tot: -47090.7249 eV
gap between HOMO and LUMO (alpha / beta): 7.38 / 6.72 eV

Mulliken population analysis, charges in e, atoms 1 to 8:
1 Pd 0.8634
2 O -0.6396
3 C 0.7441
4 C -0.5259
5 C -0.4627
6 C -0.7861
7 C -0.7049
8 C -0.0560